DFT (wB97M-V/def2-TZVPD) results for a gas-phase ion, C11H16NO (charge +1).

The calculation puts the HOMO energy at -13.753 eV. The SMILES is CO[C@]1(C)CCc2ccc(C)c[n+]21. The value obtained for the HOMO-LUMO gap is 0.365 Eh. The total energy comes out at -15198.55337 eV.

Geometry as ORCA input:
```
! wB97M-V def2-TZVPD RIJCOSX def2/J DEFGRID3
* xyz 1 1
C 2.317 -1.454 -1.486
C 2.310 -0.070 -1.526
C 0.305 -1.411 -0.213
C 1.299 -2.155 -0.828
C 1.281 0.612 -0.901
C 1.020 2.074 -0.807
C -0.431 2.142 -0.312
C -0.680 0.786 0.384
C 1.289 -3.642 -0.783
C -0.378 0.832 1.885
C -3.070 0.777 0.630
N 0.331 -0.080 -0.262
O -1.906 0.189 0.069
H 3.107 -2.002 -1.976
H 3.082 0.478 -2.042
H -0.530 -1.862 0.301
H 1.710 2.530 -0.092
H 1.164 2.575 -1.763
H -0.600 2.980 0.359
H -1.114 2.228 -1.159
H 2.068 -3.998 -0.109
H 0.333 -4.022 -0.434
H 1.498 -4.056 -1.767
H -0.541 -0.145 2.335
H -1.027 1.553 2.373
H 0.654 1.131 2.049
H -3.903 0.282 0.137
H -3.115 1.849 0.429
H -3.130 0.599 1.706
*
```